(1)
C3H5N3S | the ωB97M-V functional and the def2-TZVPD basis

Last column: Mulliken spin population.
Element x y z (Å)
1 C -1.18042 1.40339 -0.16657  0.0452
2 C -1.68269 0.03057 -0.13005  0.2388
3 C 1.87270 -0.48074 0.02325  0.0326
4 N 0.11410 1.55441 -0.03906  0.2705
5 N -0.50035 -0.69329 0.25666  0.3658
6 N 0.58088 0.11556 0.30373  0.3803
7 S -3.23434 -0.65945 -0.20176  0.6771
8 H -1.88933 2.19283 -0.31748  0.0031
9 H 2.72033 0.31274 -0.14574  0.0048
10 H 2.11399 -0.94338 0.94171  0.0086
11 H 1.82200 -1.18146 -0.79480  -0.0038
12 H -0.73686 -1.65118 0.27012  -0.0232

Results
* calculated total energy: -679.588861 Eh
* <S²>: 2.0155
* M: 115.2 g/mol
* 2S+1: 3
* HOMO energy (alpha / beta): -6.122 / -8.964 eV
* relative energy (zero: lowest compared OMol25 entry of this formula, charge and spin): 15.14 kJ/mol
* lowest unoccupied orbital energy (alpha / beta): 0.76 / -2.11 eV
* HOMO-LUMO gap (alpha / beta): 6.9 / 6.9 eV
* maximum force: 3.5 eV/Å

(2)
C3H5N3S2 | the ωB97M-V functional and the def2-TZVPD basis

Last column: Mulliken charge in e.
Element x y z (Å)
1 C -0.06614 -0.22604 -0.68786  0.4620
2 C 0.33391 0.72738 0.96279  0.2087
3 C -1.49225 -0.15059 -0.98841  -0.6741
4 N 1.05114 -0.63593 -1.07265  -0.4850
5 N 1.64791 0.70647 0.75825  -0.0420
6 N 2.06573 -0.14801 -0.35753  -0.2458
7 S -0.67470 1.29631 2.06347  -0.3166
8 S -2.40705 -1.44137 -0.09182  -0.1894
9 H -1.68886 -0.22875 -2.10042  0.3579
10 H -1.78469 0.79359 -0.50875  0.3014
11 H 2.39638 1.24423 1.03599  0.2021
12 H 2.66540 -1.04910 -0.15093  0.2769
13 H -2.04680 -0.88820 1.13787  0.1440

Results
* calculated total energy: -1077.824535 Eh
* M: 147.2 g/mol
* HOMO energy: -8.404 eV
* relative energy (zero: lowest compared OMol25 entry of this formula, charge and spin): 347.97 kJ/mol
* lowest unoccupied orbital energy: 0.61 eV
* HOMO-LUMO gap: 9.0 eV
* maximum force: 4.6 eV/Å

(3)
C3H5N3S2 | the ωB97M-V functional and the def2-TZVPD basis

Last column: Mulliken charge in e.
Element x y z (Å)
1 H 2.18929 0.64485 1.34145  0.2577
2 N 1.87390 -0.29540 1.14975  -0.6221
3 C 0.88618 -0.49229 0.31426  0.5013
4 C 0.90223 -1.86416 -0.31408  -0.2603
5 S 0.10739 -2.46543 -1.59441  -0.1727
6 N 0.03703 0.45798 -0.05552  0.0211
7 S 0.56630 2.00151 -0.38314  -0.1830
8 C -1.30776 0.28261 -0.21215  0.1531
9 N -2.13950 1.21105 -0.59706  -0.6085
10 H -3.06450 0.90037 -0.56777  0.2403
11 H 1.73060 -2.43666 0.24894  0.3130
12 H -0.11166 2.84449 0.46895  0.1605
13 H -1.66951 -0.78892 0.20080  0.1994

Results
* calculated total energy: -1077.858126 Eh
* M: 147.2 g/mol
* HOMO energy: -9.179 eV
* SMILES: [H]/N=C(/C=S)N(S)/C=N/[H]
* relative energy (zero: lowest compared OMol25 entry of this formula, charge and spin): 259.78 kJ/mol
* lowest unoccupied orbital energy: -1.35 eV
* HOMO-LUMO gap: 7.8 eV
* maximum force: 4.7 eV/Å

(4)
C3H5N4O4S | the ωB97M-V functional and the def2-TZVPD basis

Last column: Mulliken charge in e.
Element x y z (Å)
1 C -1.44813 0.00805 0.12518  0.3714
2 C 0.86748 1.35266 -0.42254  0.1313
3 C 2.32842 -0.32281 0.59721  -0.1835
4 N -1.46503 -1.29252 0.24932  -0.4124
5 N 2.01267 0.76071 -0.29733  -0.4028
6 N -0.49921 1.07178 -0.00239  -0.1935
7 N -2.85649 0.62742 0.27789  1.0609
8 O -2.87040 1.77068 -0.05983  -0.6059
9 O -3.70366 -0.03598 0.74745  -0.4618
10 O 0.65784 -1.92782 -1.19311  -0.4475
11 O 1.15881 -1.08739 1.09600  -0.2637
12 S 0.10198 -2.02355 0.36326  0.7173
13 H 0.88803 2.35412 -0.91644  0.3506
14 H 0.35579 -2.32784 -1.99864  0.3610
15 H 3.08708 -0.96249 0.18722  0.3155
16 H 2.57920 0.16148 1.52269  0.3066
17 H -1.19435 1.87351 -0.27593  0.3565

Results
* charge: +1
* calculated total energy: -1034.997479 Eh
* M: 193.2 g/mol
* HOMO energy: -14.717 eV
* relative energy (zero: lowest compared OMol25 entry of this formula, charge and spin): 51.02 kJ/mol
* lowest unoccupied orbital energy: -5.83 eV
* HOMO-LUMO gap: 8.9 eV
* maximum force: 3.4 eV/Å

(5)
C3H5N4S | the ωB97M-V functional and the def2-TZVPD basis

Last column: Mulliken charge in e.
Element x y z (Å)
1 C -1.00485 -0.38661 -0.24954  0.5809
2 C 2.10430 1.00893 -0.50636  -0.0948
3 C -1.87616 -1.65509 -0.09474  -1.0400
4 N 0.31813 -0.68850 -0.19943  -0.8078
5 N 1.24047 0.17200 -0.21711  0.3870
6 N -1.42054 0.85646 -0.16520  -0.4674
7 N 3.13967 1.43330 0.23756  -0.4105
8 S -3.01163 1.30479 0.07602  -0.5808
9 H -1.63621 -2.04983 0.79350  0.2954
10 H -2.82883 -1.27279 0.01237  0.4115
11 H -1.53745 -2.25151 -0.95112  0.2430
12 H 3.30394 2.42843 0.03319  0.2584
13 H 3.20917 1.10042 1.23085  0.2251

Results
* charge: -1
* calculated total energy: -734.417906 Eh
* M: 129.2 g/mol
* HOMO energy (alpha / beta): -2.459 / -2.637 eV
* relative energy (zero: lowest compared OMol25 entry of this formula, charge and spin): 391.90 kJ/mol
* lowest unoccupied orbital energy (alpha / beta): 3.38 / 3.29 eV
* HOMO-LUMO gap (alpha / beta): 5.8 / 5.9 eV
* maximum force: 4.8 eV/Å

(6)
C3H5N5 | the ωB97M-V functional and the def2-TZVPD basis

Last column: Mulliken charge in e.
Element x y z (Å)
1 H 2.34237 -1.87222 -0.05497  0.2520
2 N 2.56860 -0.84065 0.13477  -0.6039
3 C 1.59106 -0.09594 -0.18770  0.3980
4 C 1.40733 1.50856 0.14680  0.0861
5 N 0.22899 1.81157 -0.05906  -0.4750
6 C -0.59091 0.63584 -0.14693  0.3901
7 N -1.84141 0.67415 -0.08026  -0.3461
8 N -2.39679 -0.45338 0.20466  -0.4434
9 N 0.17392 -0.43022 -0.29445  -0.3150
10 H 2.38771 2.09689 0.18174  0.3167
11 H -3.45871 -0.44940 0.13498  0.2528
12 H -2.16445 -1.33936 -0.26709  0.1915
13 H -0.24772 -1.24584 0.28751  0.2962

Results
* calculated total energy: -390.992351 Eh
* M: 111.1 g/mol
* HOMO energy: -8.338 eV
* SMILES: [H]/N=C1C=N/C(=N/N)N/1
* relative energy (zero: lowest compared OMol25 entry of this formula, charge and spin): 330.98 kJ/mol
* lowest unoccupied orbital energy: 0.07 eV
* HOMO-LUMO gap: 8.4 eV
* maximum force: 6.9 eV/Å

(7)
C3H5N5 | the ωB97M-V functional and the def2-TZVPD basis

Last column: Mulliken charge in e.
Element x y z (Å)
1 H -2.32198 -1.79578 -0.02307  0.1792
2 N -2.55009 -0.79563 0.05721  -0.6546
3 C -1.49283 -0.10837 0.00527  0.4624
4 N -1.50336 1.25710 -0.03352  -0.5123
5 C -0.35906 1.85951 -0.02047  0.1512
6 N 0.90612 1.32809 0.02882  -0.6211
7 C 0.91376 0.01665 -0.02026  0.4875
8 N 2.11513 -0.64461 -0.03859  -0.4129
9 N -0.20211 -0.71996 -0.07163  -0.1880
10 H -0.40037 2.96185 -0.04550  0.3876
11 H 2.91057 -0.04966 0.16881  0.2747
12 H 2.16708 -1.59482 0.26156  0.2181
13 H -0.18285 -1.71437 -0.26863  0.2282

Results
* calculated total energy: -391.118413 Eh
* M: 111.1 g/mol
* HOMO energy: -8.888 eV
* SMILES: [H]/N=c1/ncnc(N)[nH]1
* relative energy (zero: lowest compared OMol25 entry of this formula, charge and spin): 0.00 kJ/mol
* lowest unoccupied orbital energy: 0.39 eV
* HOMO-LUMO gap: 9.3 eV
* maximum force: 1.1 eV/Å

(8)
C3H5N5 | the ωB97M-V functional and the def2-TZVPD basis

Last column: Mulliken charge in e.
Element x y z (Å)
1 H -2.60607 -1.34597 0.18829  0.2525
2 N -1.83804 -1.85896 0.32234  -0.6049
3 C -0.77610 -1.20222 0.20059  0.4443
4 N 0.53839 -1.73129 0.23121  -0.5031
5 C 1.30347 -0.66519 0.09316  0.0412
6 N 0.61586 0.45736 -0.11072  0.2927
7 C 0.96182 1.64671 -0.18542  0.0542
8 N 0.04192 2.49705 -0.43570  -0.6060
9 H 0.48960 3.32200 -0.64577  0.2197
10 N -0.77769 0.26654 -0.13683  -0.5048
11 H 2.36628 -0.79225 -0.17648  0.3384
12 H 2.04632 1.94012 0.08140  0.2682
13 H -1.29435 0.78535 0.81053  0.3074

Results
* calculated total energy: -390.979238 Eh
* M: 111.1 g/mol
* HOMO energy: -8.945 eV
* SMILES: [H]/N=c1/ncn(/C=N/[H])[nH]1
* relative energy (zero: lowest compared OMol25 entry of this formula, charge and spin): 365.40 kJ/mol
* lowest unoccupied orbital energy: 0.06 eV
* HOMO-LUMO gap: 9.0 eV
* maximum force: 8.6 eV/Å

(9)
C3H5N5 | the ωB97M-V functional and the def2-TZVPD basis

Last column: Mulliken charge in e.
Element x y z (Å)
1 C 1.25266 1.19080 -0.08457  -0.4428
2 N 2.02613 -0.12796 0.20179  -0.4098
3 N 1.29282 -1.07277 -0.29440  -0.2913
4 C -0.10928 -0.69892 -0.25920  0.4259
5 N -1.29064 -1.09083 0.10794  -0.5957
6 N -2.01115 -0.06014 0.16608  0.0326
7 N -1.31227 1.10845 -0.02472  -0.6302
8 C -0.15940 0.71003 -0.02142  0.4846
9 H 1.32102 1.81084 0.82940  0.3048
10 H 1.44383 1.75561 -1.10122  0.2410
11 H 2.04403 -0.15205 1.19129  0.2595
12 H 1.50796 -1.80348 0.41697  0.3007
13 H -3.15503 -0.11971 -0.24217  0.3207

Results
* calculated total energy: -390.903519 Eh
* M: 111.1 g/mol
* HOMO energy: -8.398 eV
* SMILES: C1NNc2n[nH]nc21
* relative energy (zero: lowest compared OMol25 entry of this formula, charge and spin): 564.20 kJ/mol
* lowest unoccupied orbital energy: 0.93 eV
* HOMO-LUMO gap: 9.3 eV
* maximum force: 8.5 eV/Å

(10)
C3H5N5 | the ωB97M-V functional and the def2-TZVPD basis

Last column: Mulliken charge in e.
Element x y z (Å)
1 C -0.74195 0.35502 0.16668  0.8073
2 C 0.23852 -0.78269 -0.00837  0.2889
3 C 2.25103 0.36394 -0.31683  -0.2326
4 N -1.67066 0.18970 1.39419  -0.3560
5 N 1.55421 -0.47734 0.31707  -0.4282
6 N -2.25963 -0.21322 0.36649  -0.0445
7 N -0.44713 1.53687 -0.26559  -0.6832
8 N -0.20125 -1.93300 -0.30167  -0.6136
9 H -3.28907 -0.08748 0.29436  0.2313
10 H -1.16807 2.22626 -0.07712  0.2107
11 H 0.55587 -2.61108 -0.38506  0.2836
12 H 1.90778 0.89656 -1.20324  0.2684
13 H 3.27034 0.53647 0.01909  0.2679

Results
* calculated total energy: -390.912050 Eh
* M: 111.1 g/mol
* HOMO energy (alpha / beta): -8.747 / -8.746 eV
* relative energy (zero: lowest compared OMol25 entry of this formula, charge and spin): 541.81 kJ/mol
* lowest unoccupied orbital energy (alpha / beta): -0.33 / -0.33 eV
* HOMO-LUMO gap (alpha / beta): 8.4 / 8.4 eV
* maximum force: 2.3 eV/Å